{
  "formula": "C7H10",
  "method": "ωB97M-V with the def2-TZVPD basis set",
  "species": ["C", "C", "C", "C", "C", "C", "C", "H", "H", "H", "H", "H", "H", "H", "H", "H", "H"],
  "coordinates": [[-0.116, -0.926, 0.904], [-2.103, 0.233, -0.198], [-0.875, -0.253, -0.197], [0.754, 1.666, 0.108], [1.552, 0.648, 0.453], [1.188, -0.728, -0.014], [0.198, -0.671, -1.198], [-0.497, -1.956, 0.882], [-0.158, -0.526, 1.925], [-2.577, 0.499, 0.744], [-2.664, 0.330, -1.115], [0.308, 1.767, -0.870], [0.457, 2.423, 0.822], [2.144, 0.702, 1.367], [1.980, -1.488, -0.012], [0.470, -0.047, -2.056], [-0.061, -1.675, -1.545]],
  "nbo_charge": [-0.428, -0.444, 0.069, -0.399, -0.194, -0.240, -0.458, 0.216, 0.218, 0.202, 0.202, 0.198, 0.202, 0.200, 0.215, 0.217, 0.225],
  "multiplicity": 1,
  "relative_energy_kcal_mol": 73.1,
  "smiles": "C=CC1CC(=C)C1",
  "gap_ev": 9.573
}

{
  "formula": "C4H14NOP2",
  "method": "ωB97M-V with the def2-TZVPD basis set",
  "species": ["C", "C", "C", "C", "N", "O", "P", "P", "H", "H", "H", "H", "H", "H", "H", "H", "H", "H", "H", "H", "H", "H"],
  "coordinates": [[-1.401, -0.096, 1.487], [-2.205, -1.200, -0.591], [-0.212, 0.386, -0.832], [0.924, 0.915, 0.028], [-0.985, -0.601, 0.092], [0.427, -0.365, -1.734], [2.231, -0.404, 0.403], [1.575, 2.437, -0.839], [-2.029, 0.822, 1.423], [-2.072, -0.939, 1.878], [-0.656, -0.015, 2.240], [-3.051, -0.525, -0.359], [-1.862, -1.213, -1.617], [-2.261, -2.205, -0.111], [-0.832, 1.223, -1.294], [0.529, 1.493, 0.983], [-0.345, -1.539, 0.291], [-0.083, -0.670, -2.502], [2.834, -0.363, -0.865], [3.239, 0.372, 0.934], [0.370, 3.056, -0.970], [1.631, 1.942, -2.190]],
  "nbo_charge": [-0.433, -0.394, 0.233, -0.811, -0.417, -0.704, 0.294, 0.383, 0.241, 0.233, 0.248, 0.238, 0.209, 0.235, 0.232, 0.269, 0.476, 0.504, 0.011, 0.020, -0.051, -0.015],
  "multiplicity": 1,
  "relative_energy_kcal_mol": 27.3,
  "smiles": "C[NH+](C)[C@H](O)C(P)P",
  "charge": 1,
  "gap_ev": 9.729
}

{
  "formula": "C25H15N4O3ReS9",
  "method": "ωB97M-V with the def2-TZVPD basis set",
  "species": ["Re", "O", "C", "N", "C", "C", "C", "C", "C", "C", "N", "C", "O", "C", "C", "C", "C", "C", "N", "C", "C", "C", "C", "C", "N", "H", "H", "H", "H", "H", "H", "H", "H", "H", "H", "H", "H", "O", "C", "S", "C", "C", "S", "S", "S", "C", "S", "C", "C", "S", "S", "C", "S", "S", "H", "H", "H"],
  "coordinates": [[0.771, 0.276, -0.271], [2.081, -3.092, 1.851], [1.655, -2.026, 1.427], [1.355, -1.677, 0.157], [1.530, -2.504, -0.957], [1.990, -3.821, -0.954], [2.101, -4.505, -2.155], [1.757, -3.893, -3.352], [1.294, -2.586, -3.366], [1.178, -1.886, -2.171], [0.647, -0.577, -2.045], [0.290, 0.133, -3.206], [1.000, 0.240, -4.176], [-1.089, 0.741, -3.203], [-1.284, 2.066, -3.564], [-2.580, 2.545, -3.602], [-3.623, 1.677, -3.311], [-3.320, 0.363, -2.993], [-2.076, -0.106, -2.929], [1.364, -0.901, 2.393], [1.485, -1.102, 3.755], [1.229, -0.043, 4.610], [0.865, 1.183, 4.074], [0.743, 1.308, 2.703], [0.987, 0.283, 1.883], [2.246, -4.285, -0.016], [2.459, -5.527, -2.152], [1.851, -4.432, -4.286], [1.039, -2.110, -4.301], [-0.431, 2.693, -3.784], [-2.775, 3.580, -3.854], [-4.652, 2.009, -3.330], [-4.109, -0.347, -2.768], [1.774, -2.085, 4.097], [1.310, -0.171, 5.682], [0.654, 2.036, 4.705], [0.428, 2.227, 2.227], [4.519, 6.105, -0.167], [3.873, 5.091, -0.226], [2.122, 5.050, -0.504], [1.948, 3.309, -0.462], [3.062, 2.588, -0.251], [3.064, 0.851, -0.162], [4.559, 3.468, -0.035], [0.386, 2.584, -0.715], [-4.111, 1.563, 2.491], [-2.569, 1.269, 3.389], [-2.225, -0.379, 2.875], [-1.804, -0.758, 1.650], [-1.532, 0.325, 0.295], [-1.609, -2.482, 1.435], [-2.059, -2.987, 3.028], [-2.038, -4.547, 3.539], [-2.487, -1.653, 4.040], [-4.457, 2.558, 2.770], [-4.863, 0.827, 2.770], [-3.922, 1.533, 1.419]],
  "nbo_charge": [0.753, -0.635, 0.627, -0.642, 0.102, -0.224, -0.227, -0.224, -0.251, 0.196, -0.633, 0.705, -0.547, 0.094, -0.206, -0.176, -0.260, 0.037, -0.392, 0.134, -0.211, -0.174, -0.194, 0.055, -0.434, 0.252, 0.203, 0.203, 0.230, 0.238, 0.213, 0.211, 0.190, 0.256, 0.218, 0.218, 0.236, -0.583, 0.194, 0.321, -0.422, -0.418, 0.011, 0.328, -0.022, -0.736, 0.258, -0.457, -0.362, -0.028, 0.505, -0.575, -0.091, 0.461, 0.224, 0.215, 0.235],
  "s2": 0.7603,
  "multiplicity": 2,
  "relative_energy_kcal_mol": 0.0,
  "charge": -1,
  "gap_ev": [6.049, 6.465]
}

{
  "formula": "C19H54N5O7",
  "method": "ωB97M-V with the def2-TZVPD basis set",
  "species": ["N", "H", "H", "H", "H", "C", "C", "O", "O", "H", "H", "H", "C", "O", "H", "H", "H", "C", "C", "C", "O", "C", "N", "H", "H", "H", "H", "H", "H", "H", "H", "H", "H", "H", "C", "C", "C", "O", "C", "N", "H", "H", "H", "H", "H", "H", "H", "H", "H", "H", "H", "C", "C", "C", "O", "C", "N", "H", "H", "H", "H", "H", "H", "H", "H", "H", "H", "H", "C", "C", "C", "O", "C", "N", "H", "H", "H", "H", "H", "H", "H", "H", "H", "H", "H"],
  "coordinates": [[2.382, 2.264, -1.019], [3.086, 1.789, -1.566], [2.638, 2.324, -0.044], [1.579, 1.652, -1.036], [2.118, 3.214, -1.240], [-1.903, 2.593, -3.056], [-0.448, 2.521, -3.535], [0.267, 3.527, -3.503], [0.055, 1.462, -3.926], [-2.193, 3.602, -2.761], [-1.999, 1.936, -2.192], [-2.658, 2.328, -3.796], [-0.160, 0.237, 0.325], [0.623, -0.154, -0.816], [-0.019, -0.470, 1.143], [0.006, 1.252, 0.687], [-1.194, 0.216, -0.017], [-2.821, -0.815, -7.331], [-1.873, -0.853, -6.115], [-2.770, -1.166, -4.837], [-2.008, -1.109, -3.601], [-2.760, -0.883, -2.404], [-0.878, -1.862, -6.316], [-3.596, -0.053, -7.244], [-3.327, -1.771, -7.466], [-2.191, -0.684, -8.211], [-1.455, 0.137, -5.932], [-3.209, -2.154, -4.973], [-3.659, -0.539, -4.767], [-3.532, -1.653, -2.382], [-3.298, 0.063, -2.458], [-2.233, -0.802, -1.453], [-1.159, -2.819, -6.476], [-0.346, -1.488, -7.088], [-1.621, 4.313, 1.032], [-2.839, 3.914, 1.904], [-2.840, 2.501, 2.401], [-4.042, 2.187, 3.130], [-3.802, 1.070, 3.977], [-2.738, 4.798, 2.999], [-1.630, 3.749, 0.099], [-0.786, 4.042, 1.679], [-1.546, 5.376, 0.805], [-3.736, 3.999, 1.290], [-1.933, 2.426, 3.000], [-2.701, 1.873, 1.520], [-4.717, 0.628, 4.370], [-3.268, 1.386, 4.873], [-3.160, 0.284, 3.580], [-2.885, 4.250, 3.835], [-3.599, 5.322, 2.926], [0.615, 0.181, 4.441], [0.633, -0.825, 5.581], [1.895, -0.685, 6.524], [3.060, -0.431, 5.691], [3.914, 0.552, 6.075], [-0.554, -0.628, 6.412], [0.587, 1.227, 4.744], [-0.150, 0.129, 3.667], [1.591, 0.173, 3.955], [0.737, -1.826, 5.162], [2.056, -1.590, 7.111], [1.744, 0.129, 7.233], [3.443, 1.530, 5.980], [4.618, 0.481, 5.246], [4.252, 0.351, 7.092], [-0.700, 0.360, 6.566], [-0.661, -1.128, 7.283], [3.510, -3.736, 0.653], [3.295, -3.135, -0.677], [3.796, -3.886, -1.906], [3.523, -3.353, -3.254], [4.290, -4.013, -4.295], [1.922, -2.819, -0.886], [3.413, -4.788, 0.385], [2.832, -3.538, 1.483], [4.554, -3.645, 0.950], [3.891, -2.225, -0.746], [3.368, -4.886, -1.972], [4.874, -4.031, -1.827], [3.764, -3.871, -5.239], [4.536, -5.044, -4.040], [5.220, -3.483, -4.504], [1.295, -3.515, -0.507], [1.617, -1.992, -0.391]],
  "mulliken_charge": [-0.232, 0.381, 0.410, -0.121, 0.379, -0.411, 0.502, -0.793, -0.610, 0.359, -0.295, 0.310, 0.142, -0.816, 0.168, 0.045, -0.295, -1.496, 0.600, -1.032, -0.135, -0.522, -0.537, 0.358, 0.334, 0.409, 0.242, 0.333, 0.398, 0.392, 0.289, -0.147, 0.218, 0.272, -1.173, 0.385, -0.678, -0.405, -0.728, -0.691, 0.199, 0.227, 0.385, 0.338, 0.266, 0.390, 0.316, 0.261, 0.309, 0.305, 0.276, -1.321, 0.569, -0.826, -0.289, -0.759, -0.633, 0.387, 0.189, 0.407, 0.232, 0.315, 0.414, 0.301, 0.240, 0.320, 0.231, 0.220, -1.471, 0.737, -0.994, -0.307, -0.749, -0.407, 0.378, 0.384, 0.321, 0.249, 0.329, 0.373, 0.240, 0.324, 0.275, 0.224, 0.015],
  "multiplicity": 1,
  "charge": -1,
  "gap_ev": 5.602
}